14
Properties=species:S:1:pos:R:3:forces:R:3 method="wB97M-V/def2-TZVPD" homo_lumo_gap_ha=0.353 energy_ev=-12325.354 total_charge=0 largest_force_ev_per_a=7.95 e_above_lowest_kcal_mol=158.5 e_homo_ev=-9.30
O -1.3699 -1.6945 -0.0902 2.0467 1.4304 -0.4199
O -1.7779 1.5723 -0.3728 3.8132 6.5429 2.4231
O 0.1641 -0.0414 0.5944 0.7643 -2.9752 -3.4343
N 2.5353 -0.4096 -0.3529 -5.3692 0.3691 2.2892
N 2.5532 1.0006 0.1134 1.0940 2.9997 -0.7923
C 1.3312 -0.9911 -0.0539 1.8626 2.5890 -0.4648
C -1.0573 -0.5098 0.0437 0.3262 -4.7519 2.4918
C -2.1765 0.3883 0.0564 -2.7975 0.1480 0.4647
H -2.9197 0.1790 -0.7868 0.4750 -1.0531 1.9050
H 1.7623 1.7417 -0.2896 2.6335 -3.1775 1.0766
H -1.1251 1.9516 0.4043 -2.2274 -1.0012 -3.1927
H 3.5990 1.5941 0.1520 -3.9334 -3.1510 -0.8794
H 0.9214 -2.0795 -0.2958 1.2066 2.7435 0.5721
H -2.5719 0.4612 1.1651 0.1053 -0.7126 -2.0390

14
Properties=species:S:1:pos:R:3:forces:R:3 method="wB97M-V/def2-TZVPD" homo_lumo_gap_ha=0.288 energy_ev=-12327.153 total_charge=0 largest_force_ev_per_a=4.97 e_above_lowest_kcal_mol=117.0 e_homo_ev=-7.47
O 1.3546 -0.4390 1.0617 -0.0771 0.0147 0.2032
O -0.9186 -1.4483 -1.4918 0.8333 -0.6395 0.5423
O 0.7944 0.0729 -2.9440 0.2250 -0.7689 0.0041
N 0.9875 -0.1812 -1.5783 -0.0748 -1.2159 -2.2225
N -1.0049 0.9259 2.1243 0.4011 0.9049 0.6323
C 0.0740 -1.0383 -0.9176 0.4100 4.7875 -1.2803
C -0.8426 0.5211 0.8020 0.4382 -1.6844 -0.5522
C 0.1963 -0.2111 0.3449 -1.9472 -1.2355 2.9861
H -1.9653 1.0129 2.4235 0.1810 0.0267 -0.1416
H 1.9681 -0.1010 -1.3229 -0.3079 -0.0590 0.0741
H 0.0330 -0.5006 -3.1651 0.1588 0.1590 0.0977
H -0.4582 0.4204 2.8103 -0.1972 -0.0711 -0.1599
H -1.6750 0.6985 0.1389 -0.0930 -0.1515 -0.0025
H 1.4566 0.2677 1.7141 0.0499 -0.0671 -0.1810

14
Properties=species:S:1:pos:R:3:forces:R:3 method="wB97M-V/def2-TZVPD" homo_lumo_gap_ha=0.356 energy_ev=-12328.858 smiles="CC(=O)O/C(N)=N/O" total_charge=0 largest_force_ev_per_a=1.01 e_above_lowest_kcal_mol=77.7 e_homo_ev=-8.92
O 1.4396 1.6501 -0.3638 -0.1004 -0.2371 -0.1480
O -0.1974 -1.3624 -0.4124 -0.6671 0.6067 -0.2459
O -2.0264 0.0629 -1.4139 0.5907 -0.3599 0.7349
N 0.4477 0.6841 -0.7000 0.3498 -0.2751 0.2290
N 2.0581 -0.9747 -0.1537 -0.2090 0.0740 -0.1652
C -1.7885 0.0899 0.9998 0.2967 0.2330 0.0073
C -1.3912 -0.0805 -0.4329 -0.5243 -0.5260 -0.6730
C 0.8135 -0.5562 -0.4472 0.1210 0.7338 0.2970
H 2.8014 -0.2956 -0.1749 -0.0457 -0.1624 0.0777
H 1.3676 2.2943 -1.0802 0.0075 -0.1213 0.1121
H -2.2446 1.0754 1.1058 0.0309 -0.0771 -0.0318
H 2.1949 -1.9186 0.1620 0.0895 0.1312 -0.0606
H -0.9407 0.0021 1.6726 -0.0177 -0.0222 -0.0453
H -2.5339 -0.6708 1.2388 0.0780 0.0024 -0.0881

14
Properties=species:S:1:pos:R:3:forces:R:3 method="wB97M-V/def2-TZVPD" homo_lumo_gap_ha="0.299 / 0.269" energy_ev=-12324.685 total_charge=0 largest_force_ev_per_a=3.48 e_above_lowest_kcal_mol=174.0 e_homo_ev="-8.52 / -8.26"
O 0.7243 1.3584 -0.5074 -1.2439 1.0776 0.9098
O 2.8013 0.7460 1.0467 0.1535 0.5608 1.0680
O 3.2942 -0.9439 -0.2738 -1.1046 2.0217 0.5603
N -1.1283 -0.0525 0.1027 0.7597 -0.2638 -0.7473
N 2.6072 0.0825 0.0613 1.4153 -2.6970 -0.8148
C -0.4288 1.0914 0.5027 -0.2466 -0.1415 1.4428
C -0.4115 -1.2256 0.0448 0.0327 0.6504 -0.0958
C 1.5461 0.3977 -0.7822 -1.2770 -2.4467 -2.1170
H 1.6265 -0.0758 -1.8215 -0.1437 0.9621 1.7359
H -1.1539 1.9103 0.4999 0.8210 0.3507 -0.4158
H -0.7658 -1.9214 -0.7093 0.2925 -0.1088 0.2598
H -1.6813 0.1819 -0.7139 -0.0548 -0.5669 -0.0358
H 0.0475 -1.5869 0.9770 -0.0684 0.2779 -0.6306
H -0.0993 0.9368 1.5605 0.6644 0.3235 -1.1194

17
Properties=species:S:1:pos:R:3:forces:R:3 method="wB97M-V/def2-TZVPD" homo_lumo_gap_ha=0.311 energy_ev=-44834.870 total_charge=0 largest_force_ev_per_a=3.53 e_above_lowest_kcal_mol=0.0 e_homo_ev=-7.99
S 0.4177 1.7090 -0.9154 -0.4097 -1.0635 0.4246
S -2.2727 -1.2797 -2.2235 1.8444 0.5367 -0.6485
S 2.2520 2.9066 1.2778 0.2446 0.4418 2.6797
O -2.2530 -2.6194 -3.1317 0.2537 -0.9112 -0.2797
O -1.1021 -0.4894 -3.1041 0.6736 0.1011 0.6548
O -1.6558 -1.7196 -0.9777 -0.2335 0.2945 -0.2880
N 1.3899 1.4444 1.5648 -0.4308 1.2003 0.2265
N 0.1604 -0.2457 1.0686 -0.5848 0.3928 -0.3978
C 0.5988 0.9497 0.6211 0.5378 0.1183 -2.5270
C 1.2318 0.7313 2.7735 0.9741 1.3988 -1.9520
C 0.5180 -0.3503 2.3993 -0.3491 -2.1447 2.7767
H 2.3037 2.7671 -0.0057 -0.0505 -0.4326 -1.5668
H -0.1876 -0.1599 -2.7273 -2.6410 -0.9455 0.0850
H 0.3355 -1.2270 3.1095 -0.1709 1.3807 -1.6335
H -2.9566 -2.9641 -3.7243 0.1929 1.1354 0.7614
H 1.6845 1.3193 3.5632 -0.2100 -1.3459 0.7229
H -0.4646 -0.7724 0.4320 0.3593 -0.1570 0.9619

13
Properties=species:S:1:pos:R:3:forces:R:3 method="wB97M-V/def2-TZVPD" homo_lumo_gap_ha=0.351 energy_ev=-19069.866 total_charge=0 largest_force_ev_per_a=2.05 e_above_lowest_kcal_mol=53.1 e_homo_ev=-8.76
S 1.0741 0.3677 -0.1218 0.2612 0.5501 0.9698
O 0.0125 -0.1455 2.4343 -0.0794 0.3415 0.7465
N -1.3793 -0.8392 0.0123 -0.1532 0.0746 0.9573
N -1.7579 0.0556 1.0131 0.3154 0.2568 0.2752
C 1.8310 0.3540 -1.7379 -0.9621 0.4694 -0.7268
C -1.0918 0.2836 2.2308 -0.9163 -0.2280 -1.8187
C -0.2020 -0.7422 -0.4365 0.5350 -1.2013 -0.6760
H 0.0877 -1.5604 -1.1146 -0.2952 0.4853 -0.0720
H 2.1129 -0.6458 -2.0516 -0.0608 -0.0525 -0.1427
H 2.7038 0.9774 -1.6837 0.4790 0.1915 0.1210
H -1.7583 0.9365 2.8638 0.7768 -0.5559 -0.0170
H -2.7539 0.1040 1.0218 -0.4992 0.2673 0.2898
H 1.1213 0.8543 -2.4301 0.5987 -0.5988 0.0935

13
Properties=species:S:1:pos:R:3:forces:R:3 method="wB97M-V/def2-TZVPD" homo_lumo_gap_ha="0.268 / 0.335" energy_ev=-19066.296 total_charge=0 largest_force_ev_per_a=4.56 e_above_lowest_kcal_mol=135.4 e_homo_ev="-7.11 / -8.78"
S 2.2066 0.0135 -1.5678 0.7642 0.1607 -0.2314
O 1.7266 0.9288 0.9997 -2.4879 1.7573 -1.1329
N 3.5909 -1.9022 -0.0423 2.2321 -2.9747 2.4305
N 0.5113 1.8851 -0.7087 2.5564 -0.8524 2.2230
C 1.2239 0.7479 -0.2737 0.1413 -0.2106 1.2214
C 3.0564 -1.1204 -0.6397 -2.5212 2.8894 -2.4710
C -0.7033 -1.3015 0.0238 -0.0373 -0.4628 -0.5802
H -0.1511 1.5728 -1.3730 -1.4912 0.8217 -0.1628
H -1.1829 -0.6896 -0.7011 -0.2733 0.5369 -0.2253
H 0.4521 2.5123 0.1309 -1.0327 -0.6126 -1.7693
H 2.5062 0.5365 1.3127 1.7482 -1.3835 -0.1419
H -0.6837 -1.0760 1.0383 0.0665 1.1230 1.4949
H -0.8580 -2.3502 -0.0748 0.3350 -0.7925 -0.6551

13
Properties=species:S:1:pos:R:3:forces:R:3 method="wB97M-V/def2-TZVPD" homo_lumo_gap_ha=0.351 energy_ev=-19067.137 smiles="NCC1=NOCS1" total_charge=0 largest_force_ev_per_a=5.45 e_above_lowest_kcal_mol=116.0 e_homo_ev=-8.94
S -0.2061 1.5339 0.7343 -1.3892 0.9447 2.8168
O -1.4408 1.2876 -1.3601 -2.3482 0.5795 0.7517
N -0.3895 0.4306 -1.3945 -1.8752 -2.1388 -4.6461
N 1.1288 -1.7014 0.9254 0.8446 -0.1742 -2.7840
C 1.3859 -0.8166 -0.2880 -2.7207 1.3351 0.7716
C 0.2827 0.3031 -0.3876 0.9914 -0.8059 2.8331
C -2.0022 1.3701 0.0121 1.4480 -0.1499 0.4770
H 1.8093 -2.5075 0.9378 -0.8621 1.5434 0.1343
H -2.8642 2.2016 0.1228 2.6962 -1.6659 -0.3948
H -2.3516 0.3716 0.5018 0.3459 1.4930 -1.5387
H 1.2916 -1.0520 1.6494 0.3487 0.1054 1.6346
H 1.1639 -1.3201 -1.2330 0.9849 -0.1284 0.1893
H 2.1921 -0.1008 -0.2205 1.5358 -0.9381 -0.2449

14
Properties=species:S:1:pos:R:3:forces:R:3 method="wB97M-V/def2-TZVPD" homo_lumo_gap_ha=0.303 energy_ev=-29902.593 smiles="CNC(=S)NOC=S" total_charge=0 largest_force_ev_per_a=7.40 e_above_lowest_kcal_mol=109.1 e_homo_ev=-8.70
S -3.6679 0.8539 0.3475 0.7062 0.5579 0.4031
S -0.2132 -0.7578 -2.3397 -0.0527 -0.4666 0.3851
O -1.1365 0.7603 1.0855 -0.1662 1.9572 0.9177
N -0.9094 0.7684 -0.3813 -2.3855 -3.3370 0.2107
N 1.1902 -0.3871 -0.1011 -4.6717 5.1449 2.5337
C 0.0389 -0.2291 -0.7907 1.3820 -0.4691 -2.1811
C -2.3858 1.2470 1.3141 -1.5861 -1.8688 -1.1992
C 2.3923 -1.0209 -0.3230 3.0060 -1.1594 0.6890
H -1.8530 0.1919 -0.6098 1.9263 2.0708 -0.3504
H 3.0203 -0.8409 0.6542 -0.7156 0.0715 -2.2783
H -2.7273 1.7346 2.2310 1.5328 -0.0467 0.2136
H 2.8913 -0.7379 -1.3142 -0.4523 -0.3893 1.4876
H 2.2445 -2.1038 -0.2398 0.0252 0.0583 -0.6544
H 1.1155 0.5215 0.4671 1.4516 -2.1235 -0.1771

14
Properties=species:S:1:pos:R:3:forces:R:3 method="wB97M-V/def2-TZVPD" homo_lumo_gap_ha=0.324 energy_ev=-29904.492 total_charge=0 largest_force_ev_per_a=2.10 e_above_lowest_kcal_mol=65.3 e_homo_ev=-8.37
S -1.6389 0.6637 -1.8446 0.0760 -0.2522 0.1094
S 2.0087 -0.0194 0.5137 0.2064 0.0673 -0.8913
O -0.8296 -0.7144 1.5444 -0.5741 0.9562 0.5459
N -0.7611 -1.8521 0.7994 1.0777 -0.9202 -0.5166
N -0.0262 2.0185 -0.3334 -1.3653 1.5721 -0.0879
C 0.6005 -0.3613 -0.6415 1.2046 -0.4981 -0.2596
C 0.0254 -1.6935 -0.1921 -1.6380 0.9265 0.1631
C -0.3188 0.8362 -0.8620 -0.9513 -0.3310 -0.4785
H -0.7109 2.8162 -0.4624 1.2687 -1.6721 0.0201
H 1.0896 0.2179 1.4205 -0.0854 0.0760 0.9945
H 0.1727 -2.5687 -0.7935 0.1030 -0.1994 -0.2582
H 1.0106 -0.6027 -1.6359 0.1395 0.4386 0.3782
H 0.7879 2.1990 0.2084 0.5906 -0.1606 0.3453
H -1.4098 -0.9393 2.2791 -0.0525 -0.0032 -0.0642